Model P:
DFT (ωB97M-V/def2-TZVPD) results for the molecule C5H5NO.

```
12
C5H5NO | OMol25 | ωB97M-V/def2-TZVPD
O -1.49 -1.66 0.12
C -1.13 -0.88 0.97
C -0.34 0.38 0.65
C 1.10 0.76 0.28
C 0.09 0.51 -0.79
C 0.44 -0.71 -1.49
N 0.95 -1.63 -1.98
H -1.56 -0.96 1.98
H -0.84 1.22 1.12
H 1.92 0.05 0.38
H 1.41 1.80 0.37
H -0.33 1.31 -1.39
```

HOMO energy: -10.19 eV
orbital gap: 0.3917 hartree
charge: 0

=====

Model Q:
DFT (ωB97M-V/def2-TZVPD) results for the molecule C5H5NO.

```
12
C5H5NO | OMol25 | ωB97M-V/def2-TZVPD
C -0.38 -0.90 0.02
C -1.24 0.14 -0.27
C 0.99 -0.98 0.31
C -0.90 1.54 -0.01
C 2.65 0.66 -0.45
N 1.86 -0.02 0.17
O 0.21 1.96 0.32
H -0.72 -1.85 0.01
H -2.29 0.12 -0.56
H 1.18 -2.00 0.73
H -1.80 2.34 -0.24
H 3.18 1.58 -0.40
```

HOMO energy (spin up / spin down): -7.70 / -7.70 eV
orbital gap (spin up / spin down): 0.2665 / 0.2666 hartree
charge: 0

=====

Model R:
DFT (ωB97M-V/def2-TZVPD) results for the molecule C5H5NO.

```
12
C5H5NO | OMol25 | ωB97M-V/def2-TZVPD
N -0.78 -1.76 2.36
C -0.92 -1.01 1.49
C -1.00 -0.05 0.40
O -0.38 1.16 0.78
C 0.41 1.09 -0.66
C 1.37 -0.03 -0.50
C -0.10 -0.30 -0.79
H -2.04 0.10 0.08
H -0.06 2.04 -0.54
H 2.01 -0.36 -1.31
H 1.80 -0.12 0.49
H -0.39 -0.88 -1.67
```

HOMO energy: -10.42 eV
orbital gap: 0.4140 hartree
charge: 0

=====

Model S:
DFT (ωB97M-V/def2-TZVPD) results for a structure of composition C5H5NO.

```
12
C5H5NO | OMol25 | ωB97M-V/def2-TZVPD
N -0.58 -0.56 -2.72
C -0.98 -1.17 -1.60
C -0.48 -0.26 -0.67
O -1.14 0.75 -0.11
C -0.04 0.95 0.83
C 0.20 -0.33 1.54
C 0.76 -0.10 0.14
H -0.05 0.29 -2.48
H 0.17 1.96 1.16
H 0.95 -0.31 2.32
H -0.61 -1.04 1.70
H 1.81 -0.17 -0.12
```

HOMO energy: -7.89 eV
orbital gap: 0.2923 hartree
charge: 0

=====

Unit: hartree. Relative energies: model P 0.0000; model Q 0.0807; model R 0.0945; model S 0.1636.